No. 1
Computed, not measured: a molecular structure, C37H33CrN6O5PS in a non-equilibrium geometry, with ωB97M-V/def2-TZVPD.

Each line ends with the Mulliken charge.
Positions of all 84 atoms, in Å:
Cr  -0.11  -0.70  0.37  -0.207
C  -4.19  -2.46  -0.40  -1.693
C  -3.19  -1.35  -0.27  0.582
N  -1.93  -1.66  -0.12  1.035
N  -1.73  -3.02  -0.22  -1.010
C  -0.54  -3.41  0.13  0.489
O  0.35  -2.57  0.55  -0.628
C  -0.18  -4.84  0.05  0.433
C  1.17  -5.19  0.11  -0.213
C  1.53  -6.53  0.11  -0.818
C  0.55  -7.51  0.05  -0.412
C  -0.79  -7.16  -0.04  -0.779
C  -1.16  -5.82  -0.04  -0.306
C  -3.77  0.01  -0.32  0.803
C  -5.14  0.09  -0.59  -0.971
C  -5.80  1.30  -0.54  -0.766
C  -5.06  2.43  -0.22  -0.993
C  -3.70  2.27  -0.03  -0.323
N  -3.05  1.11  -0.10  0.358
H  -3.70  -3.41  -0.26  0.144
H  -4.64  -2.45  -1.40  0.449
H  -4.97  -2.35  0.34  0.449
H  1.91  -4.41  0.17  0.308
H  2.58  -6.81  0.15  0.414
H  0.83  -8.56  0.07  0.392
H  -1.54  -7.93  -0.09  0.413
H  -2.20  -5.53  -0.10  0.351
H  -5.70  -0.80  -0.84  0.508
H  -6.86  1.37  -0.74  0.431
H  -5.51  3.40  -0.14  0.457
H  -3.11  3.14  0.19  0.433
O  -2.58  0.38  2.76  -0.725
S  -1.21  0.47  3.14  1.647
O  -0.87  0.22  4.51  -0.798
O  -0.33  -0.42  2.27  -0.292
C  -0.61  2.15  2.81  0.416
C  -0.68  2.96  3.94  -0.772
C  -0.23  4.27  3.90  -0.852
C  0.34  4.76  2.74  -1.013
C  0.42  3.96  1.62  -0.812
C  -0.08  2.65  1.61  0.087
P  0.13  1.67  0.07  2.998
C  -0.61  2.50  -1.38  0.379
C  -0.69  3.88  -1.56  -0.480
C  -1.23  4.40  -2.73  -0.777
C  -1.69  3.55  -3.72  -0.760
C  -1.59  2.17  -3.56  -0.758
C  -1.05  1.65  -2.39  -0.239
C  1.89  2.11  -0.27  0.575
C  2.35  2.19  -1.59  -0.638
C  3.70  2.41  -1.86  -0.804
C  4.60  2.54  -0.82  -0.699
C  4.16  2.47  0.50  -0.904
C  2.82  2.26  0.76  -0.509
H  -1.07  2.54  4.85  0.563
H  -0.28  4.88  4.79  0.430
H  0.73  5.77  2.71  0.460
H  0.93  4.33  0.74  0.383
H  -0.35  4.56  -0.79  0.296
H  -1.29  5.47  -2.86  0.451
H  -2.13  3.96  -4.62  0.409
H  -1.93  1.51  -4.34  0.464
H  -0.97  0.58  -2.26  0.389
H  1.65  2.08  -2.41  0.457
H  4.03  2.49  -2.88  0.501
H  5.65  2.72  -1.03  0.438
H  4.86  2.58  1.32  0.460
H  2.49  2.19  1.79  0.480
C  3.43  -1.63  -2.61  -0.901
N  3.30  -1.37  -1.18  0.285
C  4.27  -1.65  -0.27  -0.277
C  4.07  -1.53  1.06  -1.235
C  2.80  -1.06  1.51  0.153
N  1.91  -0.69  0.59  0.758
C  2.09  -0.95  -0.72  0.593
O  1.08  -0.81  -1.46  -0.590
N  2.46  -0.94  2.79  -0.081
H  4.46  -1.86  -2.84  0.412
H  3.12  -0.74  -3.16  0.284
H  2.79  -2.45  -2.91  0.302
H  5.21  -1.98  -0.68  0.534
H  4.84  -1.79  1.77  0.566
H  3.05  -1.32  3.51  0.271
H  1.48  -0.78  2.99  0.144

Values from the calculation:
* total charge: +1
* lowest unoccupied orbital energy (alpha / beta): -2.791 / -3.086 eV
* energy relative to the best compared isomer or geometry (same formula, charge and spin): 9.7 kcal per mole
* spin multiplicity: 4
* HOMO-LUMO gap (alpha / beta): 7.758 / 7.501 eV
* HOMO level (alpha / beta): -10.5489 / -10.5871 eV

***

No. 2
Computed, not measured: 2 unconnected molecules or ions with the total composition C4H8FN in a non-equilibrium geometry, with ωB97M-V/def2-TZVPD.

Each line ends with the natural charge from an NBO analysis.
Positions of all 14 atoms, in Å:
C  1.56  0.57  0.22  -0.634
C  0.00  0.55  -0.08  0.029
C  -1.01  0.33  0.98  -0.479
C  -0.61  -0.74  0.05  0.195
H  1.40  0.39  1.49  0.219
H  2.08  1.66  -0.13  0.270
H  1.99  -0.71  -0.33  0.232
H  0.32  0.69  -2.10  0.346
H  -1.12  0.95  -1.95  0.343
H  -1.97  0.62  0.70  0.223
H  -0.61  0.69  1.99  0.239
H  -1.68  -1.16  -0.41  0.170
N  -0.16  1.13  -1.45  -0.828
F  0.13  -1.71  0.43  -0.325

Values from the calculation:
* total charge: 0
* lowest unoccupied orbital energy: 0.926 eV
* energy relative to the best compared isomer or geometry (same formula, charge and spin): 125.8 kcal per mole
* HOMO-LUMO gap: 9.688 eV
* HOMO level: -8.7620 eV

***

No. 3
Computed, not measured: a molecular structure, C28H38N6Ru, with ωB97M-V/def2-TZVPD.

Each line ends with the Mulliken charge.
Positions of all 73 atoms, in Å:
Ru  -0.22  -0.66  0.10  -0.260
C  0.31  -4.11  1.03  -0.788
C  1.70  -4.05  0.42  -0.899
C  1.97  -2.85  -0.49  -2.182
N  1.67  -1.58  0.15  1.166
C  2.60  -0.99  0.90  1.047
C  3.89  -1.56  1.12  -0.726
C  5.00  -1.11  1.79  -0.855
C  5.22  0.09  2.47  -0.684
C  4.31  1.10  2.61  -0.863
C  2.98  1.17  2.18  -0.592
C  2.16  0.28  1.50  1.063
N  0.86  0.54  1.29  0.326
C  0.28  1.71  1.93  -0.898
C  -1.20  1.59  2.21  -1.735
C  -2.12  1.52  0.99  -0.628
N  -2.05  0.19  0.40  0.342
C  -3.13  -0.51  0.09  1.659
C  -4.42  0.06  0.06  -0.747
C  -5.67  -0.51  -0.08  -0.824
C  -6.04  -1.84  -0.23  -0.612
C  -5.17  -2.90  -0.35  -0.937
C  -3.78  -2.91  -0.42  -0.749
C  -2.82  -1.89  -0.32  0.856
N  -1.51  -2.13  -0.51  0.807
C  -1.13  -3.44  -1.03  -1.783
C  -0.82  -4.47  0.07  -0.522
H  0.08  -3.16  1.53  0.095
H  0.32  -4.86  1.82  0.475
H  1.89  -4.96  -0.16  0.483
H  2.44  -4.04  1.23  0.409
H  1.36  -2.92  -1.39  0.455
H  2.99  -2.88  -0.87  0.762
H  4.03  -2.54  0.70  0.277
H  5.83  -1.80  1.78  0.366
H  6.20  0.23  2.91  0.363
H  4.65  1.98  3.14  0.348
H  2.52  2.12  2.44  0.346
H  0.47  2.60  1.32  0.373
H  0.76  1.88  2.90  0.713
H  -1.49  2.47  2.79  0.477
H  -1.39  0.72  2.84  0.265
H  -1.80  2.27  0.25  0.201
H  -3.12  1.78  1.31  0.594
H  -4.45  1.13  0.17  0.314
H  -6.49  0.20  -0.05  0.342
H  -7.10  -2.05  -0.26  0.355
H  -5.62  -3.88  -0.45  0.372
H  -3.38  -3.90  -0.55  0.200
H  -0.27  -3.32  -1.68  0.086
H  -1.92  -3.82  -1.68  0.779
H  -0.59  -5.41  -0.43  0.468
H  -1.73  -4.64  0.65  0.394
C  -1.18  0.68  -2.39  -0.882
C  -0.88  1.50  -3.67  -1.000
N  0.53  1.42  -4.02  -0.160
C  1.31  2.07  -2.97  -0.993
C  0.96  1.49  -1.58  -0.742
N  0.11  0.27  -1.74  2.269
C  0.81  -0.64  -2.70  -0.623
C  0.91  0.02  -4.09  -0.989
H  -1.73  -0.23  -2.60  0.601
H  -1.75  1.26  -1.67  0.067
H  -1.14  2.55  -3.52  0.370
H  -1.48  1.14  -4.50  0.335
H  1.11  3.14  -2.99  0.354
H  2.37  1.93  -3.19  0.309
H  0.39  2.20  -0.98  0.354
H  1.85  1.21  -1.03  0.338
H  0.23  -1.57  -2.74  -0.119
H  1.78  -0.86  -2.27  0.518
H  0.26  -0.48  -4.81  0.343
H  1.93  -0.05  -4.47  0.353

Values from the calculation:
* total charge: +1
* lowest unoccupied orbital energy (alpha / beta): -3.172 / -3.854 eV
* energy relative to the best compared isomer or geometry (same formula, charge and spin): 0.0 kcal per mole
* spin multiplicity: 2
* HOMO-LUMO gap (alpha / beta): 6.400 / 6.266 eV
* HOMO level (alpha / beta): -9.5715 / -10.1206 eV

***

No. 4
Computed, not measured: a gas-phase ion, C3H4N3 (charge +1) in a non-equilibrium geometry, with ωB97M-V/def2-TZVPD.

Each line ends with the natural charge from an NBO analysis.
Positions of all 10 atoms, in Å:
C  0.55  -1.45  -0.04  0.373
C  0.43  0.90  -0.03  0.381
C  -0.80  -0.90  0.01  -0.484
N  1.40  -0.11  0.04  -0.350
N  2.62  0.26  -0.05  0.123
N  -0.78  0.53  0.01  -0.447
H  0.72  1.99  0.14  0.280
H  -1.58  -1.25  -0.70  0.316
H  -1.06  -1.17  1.02  0.323
H  -1.50  1.21  -0.40  0.484

Values from the calculation:
* total charge: +1
* lowest unoccupied orbital energy (alpha / beta): -6.788 / -6.777 eV
* energy relative to the best compared isomer or geometry (same formula, charge and spin): 117.2 kcal per mole
* HOMO-LUMO gap (alpha / beta): 8.035 / 7.897 eV
* HOMO level (alpha / beta): -14.8225 / -14.6740 eV

***

No. 5
Computed, not measured: a single C24H18N2O6S molecule in a non-equilibrium geometry, with ωB97M-V/def2-TZVPD.

Each line ends with the natural charge from an NBO analysis.
Positions of all 51 atoms, in Å:
C  -5.64  -2.80  -1.05  -0.641
C  -5.54  -1.32  -0.81  0.053
C  -6.56  -0.50  -1.28  -0.222
C  -6.52  0.87  -1.12  -0.128
C  -5.42  1.46  -0.48  -0.215
C  -5.38  2.93  -0.33  0.789
O  -6.24  3.68  -0.74  -0.590
O  -4.29  3.37  0.31  -0.685
C  -4.40  0.65  0.00  -0.075
C  -4.46  -0.74  -0.14  -0.134
C  -3.34  -1.49  0.42  0.312
C  -3.20  -2.79  0.88  -0.295
C  -1.89  -2.91  1.35  -0.236
C  -1.29  -1.67  1.16  0.207
C  0.01  -1.21  1.45  -0.147
C  0.45  0.05  1.21  -0.305
S  -0.48  1.35  0.51  0.314
C  0.91  2.46  0.62  0.546
O  0.88  3.61  0.30  -0.546
N  1.99  1.79  1.15  -0.468
C  3.25  2.49  1.36  -0.320
C  4.32  2.12  0.30  0.667
O  4.70  2.93  -0.51  -0.588
N  4.75  0.85  0.44  -0.642
C  5.69  0.15  -0.33  0.232
C  5.90  -1.19  -0.02  -0.269
C  6.81  -1.94  -0.73  -0.196
C  7.53  -1.35  -1.76  -0.235
C  7.33  -0.02  -2.07  -0.189
C  6.41  0.74  -1.37  -0.272
C  1.81  0.48  1.51  0.673
O  2.68  -0.21  2.02  -0.613
O  -2.19  -0.83  0.60  -0.403
H  -6.35  -3.00  -1.85  0.224
H  -5.99  -3.31  -0.16  0.222
H  -4.67  -3.21  -1.33  0.228
H  -7.40  -0.95  -1.79  0.215
H  -7.31  1.51  -1.48  0.239
H  -4.31  4.34  0.36  0.505
H  -3.56  1.10  0.50  0.234
H  -3.95  -3.56  0.90  0.235
H  -1.43  -3.77  1.79  0.235
H  0.70  -1.91  1.90  0.252
H  3.05  3.56  1.28  0.264
H  3.62  2.24  2.36  0.229
H  4.30  0.29  1.16  0.431
H  5.33  -1.64  0.79  0.212
H  6.97  -2.98  -0.48  0.213
H  8.25  -1.94  -2.32  0.212
H  7.88  0.44  -2.88  0.214
H  6.25  1.77  -1.61  0.254

Values from the calculation:
* total charge: 0
* lowest unoccupied orbital energy: -1.079 eV
* HOMO-LUMO gap: 7.099 eV
* HOMO level: -8.1778 eV

***

No. 6
Computed, not measured: a molecular structure, C19H31ClI2LuP3 in a non-equilibrium geometry, with ωB97M-V/def2-TZVPD.

Each line ends with the Mulliken charge.
Positions of all 57 atoms, in Å:
I  0.00  2.74  0.06  0.214
I  0.00  -2.72  0.25  0.102
Lu  0.00  0.00  0.00  -0.103
P  -2.37  -0.01  -0.23  0.888
C  -3.27  0.06  1.36  -1.118
C  -3.04  1.38  -1.20  -1.255
H  -4.09  1.19  -1.44  0.453
H  -4.10  -1.28  -1.33  0.454
H  -2.46  1.46  -2.12  0.358
H  -2.47  -1.61  -2.01  0.351
H  -2.99  0.97  1.89  0.275
H  -2.94  2.31  -0.64  0.413
C  -3.05  -1.46  -1.09  -1.235
H  -4.36  0.06  1.20  0.569
H  -2.95  -2.35  -0.46  0.392
H  -3.00  -0.81  1.97  0.173
P  2.37  0.01  -0.23  0.796
C  3.27  0.08  1.36  -1.051
C  3.06  -1.44  -1.09  -1.171
H  2.44  1.48  -2.12  0.349
H  4.08  1.21  -1.45  0.447
H  2.94  2.33  -0.64  0.370
C  3.03  1.40  -1.20  -1.196
H  2.49  -1.60  -2.01  0.341
H  4.11  -1.26  -1.33  0.457
H  4.36  0.09  1.19  0.600
H  3.00  -0.78  1.97  0.137
H  2.96  -2.33  -0.46  0.414
H  2.98  1.00  1.89  0.192
Cl  0.00  -0.09  -2.41  -0.330
C  -1.48  0.23  4.13  -1.716
P  -0.11  0.23  2.88  1.492
C  0.78  1.66  3.74  1.125
C  1.51  2.64  3.04  0.059
C  2.15  3.71  3.67  -1.008
C  2.08  3.84  5.05  -0.470
C  1.40  2.88  5.79  -0.972
C  0.77  1.81  5.16  -0.400
C  0.44  -1.40  3.46  1.234
C  -0.38  -2.54  3.38  -0.866
C  0.07  -3.77  3.88  -0.568
C  1.33  -3.86  4.49  -0.699
C  2.13  -2.73  4.60  -0.570
C  1.69  -1.50  4.10  -0.871
H  -2.02  1.20  4.11  0.439
H  -1.18  -0.03  5.16  0.467
H  -2.21  -0.56  3.91  0.441
H  1.65  2.60  2.00  -0.398
H  2.70  4.43  3.09  0.452
H  2.57  4.67  5.55  0.419
H  1.36  2.97  6.87  0.437
H  0.30  1.13  5.83  0.311
H  -1.36  -2.49  2.93  0.455
H  -0.56  -4.65  3.81  0.492
H  1.67  -4.81  4.88  0.443
H  3.10  -2.80  5.08  0.463
H  2.32  -0.63  4.21  0.522

Values from the calculation:
* total charge: +2
* lowest unoccupied orbital energy (alpha / beta): -9.984 / -10.110 eV
* energy relative to the best compared isomer or geometry (same formula, charge and spin): 0.0 kcal per mole
* HOMO-LUMO gap (alpha / beta): 4.720 / 4.486 eV
* HOMO level (alpha / beta): -14.7041 / -14.5959 eV